(1)
Computed, not measured: 19 unconnected molecules or ions with the total composition C41H108F5NO22 in a non-equilibrium geometry, with ωB97M-V with the def2-TZVPD basis set.

Results
Highest occupied orbital energy, eV: -8.21
LUMO level, eV: -0.12
Calculated total energy, hartree: -3835.661502

ORCA input file:
```
! RIJCOSX wB97M-V def2-TZVPD def2/J DEFGRID3
* xyz 0 1
C 3.558 -0.026 3.509
N 2.626 -0.946 2.783
C 2.262 -0.452 1.427
C 1.314 0.842 1.407
O 0.984 1.088 -0.003
C 2.025 1.848 -0.659
C 2.257 1.386 -2.212
C 1.673 2.443 -3.269
C 2.386 3.886 -3.238
C 1.415 5.049 -2.678
O 3.635 3.934 -2.503
O 1.864 0.008 -2.453
C 0.498 -0.112 -2.912
O 0.040 -1.476 -2.667
C -1.012 -1.459 -1.648
C -1.710 -2.885 -1.439
C -3.047 -2.629 -0.550
C -0.786 -3.989 -0.698
C 0.237 -3.405 0.408
C 0.055 -4.937 -1.701
C 0.020 0.763 2.346
F -0.303 -0.538 2.827
F 0.320 1.572 3.519
C -1.312 1.364 1.691
C -1.425 2.740 0.994
C -2.742 3.281 0.328
C -4.033 2.388 0.367
C -3.970 1.023 1.092
C -5.276 0.090 1.153
F -5.678 -0.299 -0.177
F -6.364 0.736 1.843
F -5.051 -1.143 1.861
C -2.633 0.511 1.751
H 4.537 -0.616 3.667
H 3.723 0.986 3.010
H 3.122 0.097 4.575
H 3.053 -1.878 2.619
H 1.771 -1.237 0.749
H 3.238 -0.143 0.875
H 1.942 1.760 1.729
H 1.713 2.965 -0.715
H 3.038 1.800 -0.124
H 3.407 1.403 -2.348
H 1.814 2.029 -4.342
H 0.539 2.635 -3.163
H 2.622 4.171 -4.334
H 0.483 5.201 -3.347
H 1.934 6.079 -2.650
H 1.023 4.833 -1.626
H 4.314 3.622 -3.165
H -0.146 0.605 -2.272
H 0.343 0.137 -4.021
H -0.617 -0.969 -0.692
H -1.836 -0.746 -2.049
H -1.994 -3.287 -2.476
H -2.787 -2.241 0.490
H -3.546 -3.651 -0.419
H -3.707 -1.899 -1.127
H -1.513 -4.689 -0.129
H 0.294 -4.114 1.320
H -0.049 -2.380 0.829
H 1.311 -3.322 -0.012
H -0.408 -4.804 -2.747
H 1.175 -4.697 -1.736
H -0.038 -6.009 -1.313
H -0.504 3.417 0.905
H -2.804 4.287 -0.212
H -5.015 2.700 -0.121
H -2.705 -0.509 2.262
C -0.234 -2.109 -6.577
O -0.304 -0.746 -6.185
H -0.424 -2.737 -5.706
H -0.989 -2.310 -7.339
H 0.762 -2.328 -6.970
H -0.133 -0.214 -6.973
C 6.751 2.246 4.158
O 6.370 1.069 3.459
H 5.852 2.752 4.512
H 7.377 1.981 5.014
H 7.300 2.912 3.487
H 7.184 0.641 3.156
C -8.896 2.140 4.074
O -9.288 0.976 3.362
H -9.790 2.657 4.423
H -8.284 1.855 4.934
H -8.329 2.803 3.415
H -8.479 0.538 3.065
C -1.943 5.768 3.119
O -1.349 6.650 2.178
H -1.216 5.005 3.397
H -2.238 6.328 4.010
H -2.818 5.290 2.670
H -2.013 7.314 1.951
C -3.411 7.134 -2.085
O -2.504 6.047 -2.209
H -3.786 7.164 -1.061
H -2.895 8.071 -2.308
H -4.249 6.996 -2.773
H -2.188 6.043 -3.122
C -7.787 -2.599 1.211
O -7.749 -2.674 -0.205
H -8.533 -3.302 1.581
H -6.807 -2.859 1.617
H -8.062 -1.587 1.519
H -7.084 -2.041 -0.505
C 3.226 -4.774 -4.278
O 2.758 -6.034 -3.820
H 3.350 -4.112 -3.421
H 4.189 -4.898 -4.781
H 2.498 -4.339 -4.968
H 2.657 -6.599 -4.596
C -1.402 -2.979 -10.196
O -1.577 -1.729 -9.545
H -0.347 -3.251 -10.160
H -1.990 -3.746 -9.686
H -1.719 -2.899 -11.239
H -2.517 -1.513 -9.591
C -6.498 -3.717 -3.167
O -5.874 -2.441 -3.170
H -5.970 -4.369 -3.864
H -6.451 -4.148 -2.164
H -7.539 -3.618 -3.482
H -6.358 -1.885 -2.547
C -2.307 -3.403 2.861
O -2.158 -4.784 3.160
H -1.700 -3.163 1.991
H -3.356 -3.189 2.639
H -1.977 -2.806 3.714
H -2.707 -4.969 3.932
C 8.686 -0.448 0.455
O 8.580 -0.525 1.870
H 8.084 -1.243 0.013
H 8.315 0.520 0.110
H 9.729 -0.577 0.158
H 9.122 0.187 2.235
C -0.608 -1.714 6.837
O -1.474 -1.632 5.716
H -0.861 -2.605 7.413
H 0.429 -1.786 6.497
H -0.733 -0.829 7.466
H -1.229 -0.836 5.224
C 5.143 -1.188 7.106
O 5.168 -1.273 5.689
H 4.416 -1.904 7.489
H 6.131 -1.427 7.507
H 4.851 -0.179 7.410
H 5.818 -0.630 5.376
C 5.309 0.482 -4.660
O 5.274 1.846 -4.261
H 5.093 -0.144 -3.794
H 4.555 0.304 -5.431
H 6.302 0.236 -5.046
H 5.468 2.377 -5.045
C -5.619 6.800 2.141
O -4.996 8.076 2.141
H -5.091 6.150 1.443
H -5.571 6.368 3.144
H -6.661 6.898 1.827
H -5.481 8.631 2.766
C 9.079 -4.058 0.389
O 9.855 -3.735 -0.757
H 9.417 -3.449 1.227
H 8.025 -3.847 0.189
H 9.207 -5.115 0.635
H 9.536 -4.288 -1.483
C -11.938 1.693 6.705
O -11.029 0.610 6.583
H -12.318 1.720 7.727
H -11.423 2.633 6.486
H -12.772 1.555 6.013
H -10.708 0.609 5.670
C 11.974 -1.693 -3.112
O 12.018 -3.064 -2.752
H 12.627 -1.534 -3.971
H 10.951 -1.414 -3.379
H 12.322 -1.081 -2.276
H 11.432 -3.178 -1.991
*
```

(2)
Computed, not measured: C2H3OPS in the gas phase in a non-equilibrium geometry, with ωB97M-V with the def2-TZVPD basis set.

Results
Highest occupied orbital energy (spin up / spin down), eV: -9.18 / -9.18
LUMO level (spin up / spin down), eV: -1.82 / -1.82
Calculated total energy, hartree: -892.669650
Relative energy (zero: lowest compared OMol25 entry of this formula, charge and spin), kcal/mol: 58.97

ORCA input file:
```
! RIJCOSX wB97M-V def2-TZVPD def2/J DEFGRID3
* xyz 0 1
C -1.475 -0.414 0.538
C -0.204 -0.007 0.084
O -4.065 -1.557 0.099
P -3.029 -0.528 -0.147
S -3.249 1.435 -0.115
H -0.014 0.199 -0.904
H 0.212 0.703 0.661
H 0.397 -0.954 0.087
*
```

(3)
Computed, not measured: 2 unconnected molecules or ions with the total composition C24H27N2 in a non-equilibrium geometry, with ωB97M-V with the def2-TZVPD basis set.

Results
Highest occupied orbital energy, eV: -10.91
LUMO level, eV: -2.90
Calculated total energy, hartree: -1039.988540
Relative energy (zero: lowest compared OMol25 entry of this formula, charge and spin), kcal/mol: 16.34

ORCA input file:
```
! RIJCOSX wB97M-V def2-TZVPD def2/J DEFGRID3
* xyz 1 1
C 6.020 -3.165 2.033
N 5.808 -2.518 0.751
C 5.910 -1.178 0.584
H 2.572 -0.560 1.223
C 6.488 -0.242 1.513
C 7.896 -0.183 1.417
C 8.672 0.642 2.219
C 8.052 1.450 3.182
C 6.649 1.408 3.308
C 5.849 0.599 2.474
N 5.512 -0.905 -0.684
C 5.372 0.448 -1.188
C 5.420 -2.090 -1.420
C 5.602 -3.143 -0.482
C 6.195 -4.338 -0.860
C 6.725 -4.433 -2.155
C 6.553 -3.387 -3.081
C 5.844 -2.227 -2.736
H 6.245 -4.228 1.897
H 6.826 -2.724 2.622
H 5.079 -3.038 2.571
H 8.391 -0.816 0.674
H 9.750 0.622 2.062
H 8.671 2.091 3.823
H 6.209 2.047 4.098
H 4.762 0.635 2.574
H 5.416 0.460 -2.283
H 4.395 0.800 -0.845
H 6.138 1.130 -0.815
H 6.451 -5.068 -0.108
H 7.376 -5.275 -2.417
H 7.076 -3.434 -4.044
H 5.848 -1.365 -3.391
C 1.635 0.978 2.075
C 1.850 -0.539 1.987
C 2.509 -1.187 3.236
C 0.887 -1.375 1.207
C 1.150 -2.754 1.048
C 0.320 -3.537 0.255
C -0.735 -2.946 -0.456
C -0.931 -1.558 -0.387
C -0.091 -0.770 0.398
H 1.605 1.347 1.043
H 0.724 1.320 2.557
H 2.508 1.437 2.571
H 2.841 -2.209 3.037
H 3.403 -0.637 3.552
H 1.843 -1.237 4.087
H 2.085 -3.178 1.426
H 0.530 -4.602 0.130
H -1.397 -3.552 -1.066
H -1.691 -1.070 -0.998
H -0.095 0.324 0.298
*
```

(4)
Computed, not measured: C5H11NO in the gas phase in a non-equilibrium geometry, with ωB97M-V with the def2-TZVPD basis set.

Results
Highest occupied orbital energy, eV: -9.38
LUMO level, eV: 0.93
Structure (SMILES): CCN(C=O)CC
Calculated total energy, hartree: -327.086356
Relative energy (zero: lowest compared OMol25 entry of this formula, charge and spin), kcal/mol: 28.23

ORCA input file:
```
! RIJCOSX wB97M-V def2-TZVPD def2/J DEFGRID3
* xyz 0 1
C 1.092 -0.424 0.879
N 0.053 0.244 0.283
C 0.293 1.596 -0.234
C 0.687 1.754 -1.668
C -1.058 -0.420 -0.460
C -1.905 -1.290 0.552
O 1.086 -1.632 0.954
H 1.845 0.266 1.292
H -0.454 2.294 0.158
H 1.175 1.976 0.319
H 0.730 2.786 -1.998
H 1.642 1.300 -1.937
H 0.018 1.232 -2.378
H -0.646 -0.867 -1.354
H -1.720 0.398 -0.715
H -2.318 -2.124 -0.017
H -2.659 -0.588 0.884
H -1.184 -1.672 1.262
*
```

(5)
Computed, not measured: C7H10O in the gas phase in a non-equilibrium geometry, with ωB97M-V with the def2-TZVPD basis set.

Results
Highest occupied orbital energy, eV: -8.49
LUMO level, eV: 0.96
Structure (SMILES): C=CC(=C)CCC=O
Calculated total energy, hartree: -347.862809
Relative energy (zero: lowest compared OMol25 entry of this formula, charge and spin), kcal/mol: 62.99

ORCA input file:
```
! RIJCOSX wB97M-V def2-TZVPD def2/J DEFGRID3
* xyz 0 1
O 1.428 1.762 -0.541
C 0.481 1.811 -1.285
C -0.552 0.736 -1.328
C 0.254 -0.490 -0.813
C 0.488 -0.476 0.599
C 1.727 -0.541 1.101
C -1.934 -0.674 1.176
C -0.669 -0.672 1.570
H 0.561 2.533 -2.045
H -1.304 1.047 -0.684
H -0.965 0.635 -2.330
H 1.270 -0.731 -1.350
H -0.209 -1.420 -1.167
H 2.613 -0.500 0.469
H 2.083 -0.663 2.097
H -2.795 -0.935 1.773
H -2.132 -0.374 0.202
H -0.345 -1.048 2.555
*
```

(6)
Computed, not measured: a molecular structure, C22H48Cl2O10S5Si2 in a non-equilibrium geometry, with ωB97M-V with the def2-TZVPD basis set.

Results
Highest occupied orbital energy, eV: -9.66
LUMO level, eV: 0.34
Calculated total energy, hartree: -5109.904884

ORCA input file:
```
! RIJCOSX wB97M-V def2-TZVPD def2/J DEFGRID3
* xyz 0 1
C -1.523 -0.184 3.287
C -2.622 0.222 2.308
C -2.292 0.098 0.801
Cl -3.419 -1.142 0.077
Si -0.552 -0.500 0.319
C -0.431 -2.369 0.465
C 1.049 -2.781 0.392
C 1.654 -2.891 1.771
O 2.929 -3.557 1.649
O 0.711 0.275 1.144
Si 1.189 1.774 0.664
S -0.123 2.737 -0.694
Cl 1.241 2.960 2.376
H -1.213 -1.218 3.190
H -1.931 -0.080 4.289
H -0.697 0.515 3.234
H -3.485 -0.395 2.521
H -2.944 1.235 2.518
H -2.570 1.017 0.307
H -0.374 -0.195 -1.115
H -0.969 -2.727 -0.402
H -0.908 -2.694 1.380
H 1.643 -2.121 -0.229
H 1.113 -3.761 -0.073
H 0.994 -3.465 2.416
H 1.804 -1.907 2.209
H 3.565 -3.057 2.180
H 2.577 1.691 0.198
H 0.339 2.440 -1.920
C -1.223 -6.481 6.188
C 0.152 -6.698 5.541
C 0.014 -6.371 4.048
S -1.313 -5.166 3.924
O -2.409 -5.754 3.200
O -0.763 -3.888 3.538
C -1.723 -5.138 5.664
H -1.165 -6.487 7.275
H -1.906 -7.277 5.883
H 0.880 -6.026 6.000
H 0.511 -7.716 5.686
H 0.921 -5.939 3.632
H -0.281 -7.243 3.468
H -2.794 -4.992 5.779
H -1.180 -4.309 6.117
C 0.300 7.080 2.337
C 1.247 6.455 1.304
C 2.043 7.599 0.662
S 2.137 8.900 1.899
O 1.406 10.046 1.421
O 3.492 9.022 2.372
C 1.146 8.067 3.135
H -0.148 6.325 2.982
H -0.508 7.609 1.827
H 1.928 5.767 1.806
H 0.704 5.885 0.552
H 3.052 7.300 0.392
H 1.534 8.008 -0.209
H 0.562 8.802 3.683
H 1.829 7.551 3.809
C 2.731 -3.692 -5.380
C 3.480 -2.408 -4.997
C 2.426 -1.359 -4.621
S 1.006 -2.274 -4.009
O -0.101 -2.068 -4.910
O 0.863 -2.052 -2.592
C 1.684 -3.904 -4.292
H 3.403 -4.545 -5.456
H 2.242 -3.562 -6.348
H 4.125 -2.606 -4.139
H 4.113 -2.053 -5.808
H 2.772 -0.686 -3.841
H 2.099 -0.785 -5.486
H 0.884 -4.582 -4.579
H 2.140 -4.236 -3.359
C -3.561 1.862 -4.151
C -2.644 1.248 -5.219
C -1.829 2.393 -5.839
S -1.684 3.651 -4.564
O -2.390 4.830 -4.992
O -0.314 3.714 -4.106
C -2.677 2.803 -3.339
H -4.013 1.098 -3.520
H -4.365 2.426 -4.628
H -1.970 0.528 -4.752
H -3.212 0.716 -5.981
H -0.832 2.075 -6.133
H -2.340 2.843 -6.687
H -3.238 3.528 -2.755
H -1.997 2.247 -2.697
*
```